Density functional theory data (wB97M-V/def2-TZVPD) for a 7-piece molecular cluster, C31H81N5O12 overall.

Computed properties:
energy relative to the best compared isomer or geometry (same formula, charge and spin)	29.9	kcal per mole
E_HOMO	-8.25	eV
lowest unoccupied orbital energy	0.0099	Ha
HOMO-LUMO gap	8.5	eV
E_tot	-65470.11212	eV
structure (SMILES)	COCCNCCOC.COCCNCCOC.COCCNCCOC.COCCNCCOC.COCCNCCOC.CO.O

Geometry as XYZ:
```
129
Properties=species:S:1:pos:R:3:lowdin_charge:R:1
C 3.787 2.840 0.043 -0.10
O 3.524 4.184 -0.433 -0.20
C 3.967 4.363 -1.815 -0.19
C 5.445 4.002 -2.110 -0.20
N 6.398 4.871 -1.365 -0.04
C 7.776 4.398 -1.452 -0.21
C 8.621 5.182 -2.503 -0.23
O 8.234 4.837 -3.807 -0.21
C 8.930 5.571 -4.816 -0.10
H 3.236 2.079 -0.509 0.09
H 3.573 2.817 1.111 0.08
H 4.849 2.597 0.015 0.07
H 3.764 5.400 -2.086 0.12
H 3.295 3.825 -2.484 0.11
H 5.459 4.108 -3.195 0.11
H 5.667 2.956 -1.903 0.09
H 6.156 4.909 -0.385 0.10
H 7.893 3.315 -1.488 0.11
H 8.238 4.630 -0.493 0.11
H 9.647 4.827 -2.409 0.11
H 8.533 6.252 -2.312 0.12
H 8.699 6.630 -4.930 0.09
H 8.569 5.076 -5.718 0.09
H 9.979 5.330 -4.640 0.08
C 2.775 5.175 9.632 -0.10
O 2.514 3.772 9.748 -0.20
C 1.096 3.432 9.556 -0.22
C 0.991 2.055 10.086 -0.21
N 1.846 1.146 9.301 -0.06
C 1.282 0.618 8.071 -0.21
C 2.055 -0.633 7.608 -0.23
O 3.428 -0.487 7.282 -0.19
C 4.037 -1.627 6.689 -0.11
H 1.988 5.642 10.225 0.07
H 2.710 5.607 8.633 0.08
H 3.712 5.460 10.111 0.08
H 0.813 3.529 8.508 0.12
H 0.363 4.020 10.109 0.12
H -0.034 1.699 10.185 0.12
H 1.420 2.113 11.087 0.12
H 2.789 1.492 9.196 0.11
H 1.278 1.352 7.266 0.11
H 0.248 0.374 8.315 0.12
H 1.613 -0.900 6.648 0.11
H 1.776 -1.376 8.355 0.12
H 5.107 -1.478 6.545 0.09
H 3.524 -1.875 5.759 0.08
H 3.985 -2.529 7.298 0.08
C -4.779 6.204 -2.820 -0.11
O -3.874 6.671 -3.792 -0.18
C -3.190 5.596 -4.392 -0.24
C -1.800 6.039 -4.865 -0.19
N -1.820 7.403 -5.449 -0.06
C -2.184 7.369 -6.850 -0.22
C -2.248 8.777 -7.445 -0.23
O -3.074 9.681 -6.750 -0.17
C -4.453 9.416 -6.984 -0.11
H -5.043 7.088 -2.239 0.09
H -4.393 5.449 -2.135 0.09
H -5.690 5.814 -3.274 0.09
H -3.751 5.120 -5.196 0.12
H -2.988 4.673 -3.848 0.12
H -1.330 5.305 -5.519 0.11
H -1.032 6.152 -4.100 0.11
H -2.588 7.833 -4.954 0.08
H -3.190 6.950 -6.816 0.10
H -1.553 6.731 -7.468 0.12
H -2.554 8.767 -8.491 0.11
H -1.252 9.218 -7.483 0.12
H -4.773 9.076 -7.969 0.09
H -5.169 10.194 -6.721 0.08
H -4.707 8.698 -6.204 0.08
C -7.336 -2.400 1.280 -0.12
O -7.214 -3.125 0.085 -0.21
C -7.101 -4.551 0.320 -0.20
C -7.109 -5.267 -1.026 -0.21
N -8.312 -5.094 -1.852 -0.06
C -8.078 -5.297 -3.278 -0.22
C -9.292 -5.198 -4.165 -0.22
O -10.241 -6.195 -3.765 -0.20
C -11.485 -6.152 -4.480 -0.11
H -6.481 -2.637 1.913 0.09
H -8.297 -2.615 1.747 0.09
H -7.290 -1.363 0.950 0.09
H -7.980 -4.877 0.876 0.12
H -6.275 -4.848 0.966 0.12
H -7.033 -6.350 -0.934 0.12
H -6.252 -4.900 -1.591 0.11
H -8.632 -4.162 -1.630 0.10
H -7.565 -6.231 -3.509 0.12
H -7.421 -4.484 -3.588 0.11
H -9.175 -5.424 -5.224 0.12
H -9.702 -4.189 -4.110 0.12
H -11.412 -6.561 -5.487 0.08
H -11.920 -5.152 -4.496 0.08
H -12.171 -6.793 -3.927 0.08
C 1.373 -5.797 1.111 -0.13
O 2.451 -6.718 1.071 -0.20
C 3.002 -6.858 -0.257 -0.22
C 3.657 -8.196 -0.580 -0.21
N 4.897 -8.399 0.191 -0.05
C 5.306 -9.747 -0.145 -0.23
C 6.631 -9.993 0.573 -0.23
O 6.554 -9.750 1.932 -0.21
C 5.745 -10.543 2.770 -0.09
H 0.399 -6.223 0.870 0.08
H 1.586 -4.829 0.658 0.09
H 1.221 -5.609 2.174 0.08
H 3.594 -5.946 -0.335 0.12
H 2.222 -6.735 -1.008 0.11
H 3.917 -8.178 -1.639 0.12
H 2.850 -8.907 -0.402 0.12
H 4.757 -8.276 1.184 0.10
H 5.356 -9.770 -1.234 0.12
H 4.472 -10.399 0.114 0.11
H 7.385 -9.352 0.116 0.13
H 6.906 -11.043 0.471 0.11
H 5.910 -11.598 2.555 0.09
H 4.723 -10.166 2.716 0.08
H 6.064 -10.289 3.781 0.09
C -1.661 0.623 1.906 -0.19
O -2.383 1.425 1.025 -0.12
H -1.216 1.182 2.730 0.08
H -2.414 0.011 2.402 0.07
H -0.861 0.110 1.372 0.08
H -2.687 0.855 0.315 0.07
O -4.423 -0.733 -1.917 -0.05
H -5.109 -1.260 -1.508 0.02
H -4.570 -0.833 -2.857 0.03
```